Entry 1:
This record from OMol25 describes a structure of composition C36H34MnN4O2S3Se. The level of theory is ωB97M-V/def2-TZVPD.

Results
total charge = -1
E_LUMO (spin up / spin down) = 2.152 / 1.275 eV
spin multiplicity = 5
total energy = -6508.6762 Eh
gap between HOMO and LUMO (spin up / spin down) = 6.43 / 6.54 eV
ΔE to the lowest compared entry with this formula, charge and spin = 0.00 kcal/mol

Geometry as XYZ:
```
81
C36H34MnN4O2S3Se ωB97M-V/def2-TZVPD
C 0.821 2.866 -2.254
H -6.374 -6.016 -0.953
H -5.666 -7.989 0.364
H 0.431 1.421 3.702
C 3.319 -0.882 3.597
C -0.344 -0.513 4.214
C -0.814 3.293 2.031
C 2.535 -1.756 4.348
H -4.767 -4.194 -1.417
H 2.331 -2.772 6.221
C -0.693 -0.019 1.490
S -1.392 -1.261 -3.213
C 1.112 0.087 -6.498
H 2.123 -0.290 -6.339
C -3.663 -7.262 0.638
H -0.971 4.728 -7.319
H 0.716 5.222 -7.407
C 0.163 -1.075 1.901
C 0.300 3.252 1.195
C 0.427 3.825 -4.519
H -0.213 6.271 3.538
H 0.941 0.209 -7.568
N 0.897 -3.486 -3.050
H 0.435 2.432 -7.588
Se 1.528 -0.028 -3.392
H 0.221 4.768 -4.024
C 0.901 1.393 -5.783
O 1.112 -2.660 -2.037
O 1.908 -3.915 -3.524
C -2.765 -6.239 0.382
C -1.887 0.349 -3.199
C -5.361 -6.081 -0.576
C 1.032 1.495 -4.381
H 3.006 -0.619 2.593
H -1.748 -6.292 0.748
Mn -0.275 -1.682 -1.191
N 0.410 -1.262 3.234
C 4.488 -0.362 4.126
H -1.849 4.419 3.530
C -0.084 4.940 -6.719
C 1.039 5.378 2.043
S 0.893 -2.113 0.752
C -3.153 -5.119 -0.361
H 1.756 6.189 2.045
C 4.890 -0.709 5.411
S -1.180 0.143 -0.156
H 4.420 -1.849 7.166
H 0.435 2.405 0.533
H -1.316 -0.987 4.400
N -1.156 0.882 2.420
C 0.308 3.742 -5.897
C -1.448 -3.158 -0.849
H -0.302 5.798 -6.084
C 4.115 -1.577 6.163
C -0.535 0.902 3.729
H -2.604 2.337 2.734
H 5.805 -0.301 5.823
H 5.092 0.312 3.533
H -1.190 1.449 4.410
H 1.487 -3.005 2.946
C 0.544 2.516 -6.511
N -2.225 1.457 -3.208
H 0.708 -2.870 4.519
H 0.220 -0.505 5.149
C 0.772 2.724 -3.746
C -4.966 -7.189 0.163
C -2.230 -4.058 -0.625
C -1.790 2.136 2.032
C 1.220 4.288 1.199
H 0.669 3.905 -1.960
H 0.435 -0.680 -6.118
H 1.773 2.515 -1.850
C 2.941 -2.096 5.631
C -0.066 5.424 2.879
H 0.034 2.260 -1.801
C -0.986 4.383 2.874
H -3.344 -8.124 1.212
H -2.224 2.004 1.043
H 2.074 4.248 0.536
C -4.466 -5.057 -0.838
C 1.261 -2.313 3.755
```


Entry 2:
This record from OMol25 describes a structure of composition C36H34N2O5S6Ti in a non-equilibrium geometry. The level of theory is ωB97M-V/def2-TZVPD.

Results
E_LUMO = -0.319 eV
total energy = -5116.6347 Eh
gap between HOMO and LUMO = 6.84 eV
ΔE to the lowest compared entry with this formula, charge and spin = 22.27 kcal/mol

Geometry as XYZ:
```
84
C36H34N2O5S6Ti ωB97M-V/def2-TZVPD
C 4.838 -1.063 0.337
H 6.256 1.040 3.906
H 4.542 4.274 1.693
S 3.033 0.701 -0.691
C 0.124 -3.050 3.422
N -1.105 -1.821 1.281
C 0.490 -3.373 2.128
C 5.409 1.492 3.403
H 6.314 -2.356 1.205
Ti 0.454 1.120 0.344
C -1.244 2.787 -3.425
C 6.869 3.471 2.837
C -0.703 0.911 -4.848
C 3.581 -0.926 -0.254
H -3.033 3.839 -3.921
H -6.762 0.692 -0.563
H 0.642 -4.071 -0.407
H 2.738 -4.215 -0.230
H -5.721 0.028 -2.722
H -4.087 1.721 -6.851
H 7.611 2.934 3.427
C -1.829 1.179 -5.618
C -5.689 0.577 -0.643
C 2.833 -2.087 -0.454
C 5.336 -2.294 0.742
H 1.747 3.429 -3.466
H 6.751 4.468 3.263
H -0.688 -3.058 -0.970
H 5.422 -0.162 0.496
H -3.496 -0.896 2.549
H 1.272 -4.097 1.935
C -2.902 0.288 -0.844
H -3.274 -0.210 -2.898
C -2.368 3.027 -4.195
C 4.200 0.813 3.368
C -5.101 0.208 -1.851
O -0.301 4.772 1.887
C -0.091 3.598 1.815
C -3.493 0.671 0.358
O 1.446 -0.247 1.383
H -0.074 0.057 -5.075
H 4.094 -0.150 3.846
H 0.613 -3.524 4.264
C -3.913 2.507 -6.117
C 0.160 2.713 3.011
C 3.242 2.638 2.110
H -1.032 3.377 -2.542
C -3.729 0.073 -1.955
H 7.265 3.593 1.826
H -5.308 1.146 1.392
C 3.326 -3.323 -0.048
H -2.062 0.540 -6.462
C -1.430 -1.485 2.528
H -3.823 3.453 -6.654
O 1.703 -0.394 3.837
S 1.621 0.465 2.702
C -0.841 -2.087 3.634
C -0.147 -2.728 1.074
N 0.376 1.374 2.496
S -1.200 -0.045 -1.051
C 3.115 1.393 2.721
C -0.418 1.725 -3.768
H -0.729 2.750 3.640
H 3.111 2.324 -3.032
C 4.569 -3.436 0.560
C -2.519 -0.448 2.739
C 5.552 2.739 2.808
C 2.159 2.425 -3.550
O -0.024 2.911 0.653
H 2.247 2.125 -4.596
S 1.014 1.304 -2.794
S -2.455 1.056 1.715
S 1.289 -1.930 -1.282
O 0.721 2.032 -1.443
C -2.678 2.231 -5.300
H -2.508 -0.112 3.774
C 0.215 -3.070 -0.358
C -4.878 0.822 0.451
H 4.939 -4.405 0.870
H 0.991 3.116 3.588
H -1.127 -1.798 4.637
H 2.428 3.093 1.569
H -4.798 2.578 -5.482
C 4.449 3.303 2.167
```


Entry 3:
This record from OMol25 describes a cluster of 2 separate species, C36H35FN4O4 in total in a non-equilibrium geometry. The level of theory is ωB97M-V/def2-TZVPD.

Results
SMILES = FC(c1ccccc1)(c1ccccc1)[C@H]1CCCN1c1ccncc1.COc1ccc(C=C2C(=O)N(C)C(=O)N(C)C2=O)cc1
E_LUMO = -0.897 eV
total energy = -2012.6783 Eh
gap between HOMO and LUMO = 7.52 eV

Geometry as XYZ:
```
80
C36H35FN4O4 ωB97M-V/def2-TZVPD
C 1.610 -1.542 1.778
C 1.708 3.738 -1.683
C 2.787 -1.017 -1.508
C 2.482 0.169 -2.170
O 3.642 1.141 3.020
H 2.286 3.804 -0.761
C 2.636 0.478 2.789
C 0.252 3.479 -4.060
H -2.487 -3.951 2.817
C -1.268 -3.269 -0.576
H 2.363 -1.196 -0.521
H 4.396 -1.277 1.055
C 1.236 2.155 3.778
C 0.386 -2.269 -2.520
C -1.809 1.882 -1.318
C -1.778 0.677 -2.246
C 0.662 2.337 -3.372
H -0.140 2.622 -0.070
C -4.072 -0.393 2.430
C 4.117 -1.752 -3.373
C 3.025 0.415 -3.428
H -4.850 -3.525 3.577
C 3.778 -0.581 -4.056
O -5.955 -1.274 3.747
H 0.518 -0.151 -0.155
F 2.378 1.514 -0.205
C -0.716 -2.037 1.964
H -5.866 0.677 4.609
C -2.782 -0.656 2.001
H 1.549 5.862 -1.982
N 2.712 -0.810 2.241
H 0.244 5.634 -4.100
C 1.299 4.878 -2.377
H -4.513 0.605 2.305
H 2.851 1.375 -3.912
H 4.697 -0.763 2.718
O 1.779 -2.499 1.004
N -0.103 -3.856 -0.809
H -2.767 1.916 -0.789
H 0.825 1.953 4.772
C 3.609 -1.976 -2.094
O -0.901 0.835 3.119
N -0.474 -0.017 -2.036
C -4.777 -1.432 3.093
C -0.583 -1.424 -1.947
C 0.259 -1.089 2.163
C -2.121 -1.873 2.271
C 0.648 -3.467 -1.851
H 4.110 -0.416 -5.081
H -1.855 0.943 -3.308
H -1.716 2.794 -1.916
C -6.514 0.032 4.004
C 0.284 0.623 -0.926
H -2.381 -1.429 -0.703
C -1.530 -1.992 -1.076
H 0.560 2.824 3.247
C -2.929 -2.953 2.738
N 1.338 0.929 3.041
H -7.420 -0.189 4.569
H -0.337 -3.043 1.790
H 0.452 1.333 -3.752
H -6.764 0.522 3.056
H 2.241 2.556 3.872
H 4.776 -2.483 -3.838
H -1.044 1.271 0.606
H 1.504 -4.084 -2.158
C 0.563 4.744 -3.556
C 1.359 2.482 -2.173
H -2.257 0.089 1.398
H -0.313 3.357 -4.982
C -4.220 -2.735 3.168
C 1.647 1.198 -1.401
H 3.994 -2.402 2.405
C -0.664 1.697 -0.332
H 3.824 -2.894 -1.551
C 0.132 0.240 2.787
C 4.040 -1.357 2.087
H -2.607 -0.012 -2.039
H -2.004 -3.769 0.068
H 0.961 -1.925 -3.379
```